<w>
This record from OMol25 describes 2 unconnected molecules or ions with the total composition C12H17N. The level of theory is ωB97M-V with the def2-TZVPD basis set.

The geometry in ORCA input format:
```
! wB97M-V def2-TZVPD RIJCOSX def2/J DEFGRID3
* xyz 1 2
C -2.93 1.00 -0.89
C -0.91 -0.68 -1.06
C -2.05 -0.09 -0.32
C -0.31 -1.50 -0.05
C -2.21 -0.60 0.96
C -0.45 -0.58 -2.41
C 0.96 -2.07 -0.46
C 0.78 -1.14 -2.75
C 1.47 -1.86 -1.70
N -1.07 -1.53 1.15
H -1.16 -0.12 -2.91
H -3.47 1.58 -0.04
H -3.57 0.46 -1.46
H -2.82 -0.36 1.77
H -0.95 -1.90 1.98
H 1.42 -2.87 0.34
H 1.26 -0.92 -3.70
H 2.31 -2.45 -1.94
H -2.39 1.79 -1.36
C 1.95 0.84 1.55
C 1.98 1.74 0.38
C 0.59 1.08 2.18
H 2.00 -0.31 1.22
H 2.77 1.20 2.16
H 1.38 1.18 -0.40
H 0.04 0.12 2.52
H 0.83 1.66 3.11
H 2.90 1.84 -0.09
H 1.67 2.76 0.53
H -0.05 1.73 1.67
*
```

frontier orbital gap (spin up / spin down): 9.4 / 5.7 eV
<S²>: 0.770
highest occupied orbital energy (spin up / spin down): -13.18 / -13.14 eV

<x>
This record from OMol25 describes 2 unconnected molecules or ions with the total composition C12H17N. The level of theory is ωB97M-V with the def2-TZVPD basis set.

The geometry in ORCA input format:
```
! wB97M-V def2-TZVPD RIJCOSX def2/J DEFGRID3
* xyz 1 2
C -0.40 -3.28 -1.61
C -0.25 -4.22 -2.85
C -1.55 -3.48 -0.68
H -0.25 -2.22 -1.87
H 0.51 -3.24 -1.00
H -1.19 -4.33 -3.37
H 0.66 -3.84 -3.28
H -1.62 -4.26 0.10
H -0.09 -5.20 -2.37
H -2.42 -3.89 -1.24
H -1.83 -2.61 -0.09
C 1.78 3.49 -1.00
C 0.57 1.42 1.87
C 0.46 2.58 1.00
C 1.70 2.67 0.32
C 2.58 1.75 0.94
C -1.78 1.24 2.13
C -0.48 0.71 2.37
C -1.90 2.37 1.36
C -0.84 3.10 0.87
N 1.90 1.02 1.82
H -2.63 0.83 2.64
H -0.43 -0.16 2.99
H -2.95 2.68 1.22
H -0.89 4.09 0.43
H 2.34 0.28 2.35
H 3.61 1.51 0.70
H 1.33 4.42 -0.63
H 1.26 2.94 -1.77
H 2.79 3.64 -1.36
*
```

frontier orbital gap (spin up / spin down): 8.8 / 5.7 eV
<S²>: 0.775
highest occupied orbital energy (spin up / spin down): -12.65 / -12.65 eV

It comes down to <x>, which is 188.9 kJ/mol more stable than the next structure.

<w>
This record from OMol25 describes a single C6H10O2S2 molecule. The level of theory is ωB97M-V with the def2-TZVPD basis set.

The geometry in ORCA input format:
```
! wB97M-V def2-TZVPD RIJCOSX def2/J DEFGRID3
* xyz 0 1
C -1.06 1.57 2.05
C -0.92 0.65 0.87
O -1.76 0.47 -0.01
C 0.38 0.03 0.89
C 1.18 0.05 2.14
S 1.08 -0.84 -0.46
S 0.54 -2.57 -2.35
O -0.53 -3.59 -2.37
C -0.28 -0.96 -2.74
C 0.51 0.09 -1.98
H -2.01 1.95 2.26
H -0.36 2.36 1.99
H -0.85 0.84 2.79
H 2.06 -0.59 1.85
H 0.80 -0.39 3.02
H 1.33 1.12 2.35
H -1.25 -0.71 -2.28
H -0.21 -0.89 -3.85
H 1.42 0.47 -2.44
H -0.07 0.95 -1.73
*
```

frontier orbital gap (spin up / spin down): 7.0 / 7.3 eV
SMILES string: CC(=O)/C(C)=S1#S(=O)CC/1
highest occupied orbital energy (spin up / spin down): -8.04 / -8.02 eV

<x>
This record from OMol25 describes a single C6H10O2S2 molecule. The level of theory is ωB97M-V with the def2-TZVPD basis set.

The geometry in ORCA input format:
```
! wB97M-V def2-TZVPD RIJCOSX def2/J DEFGRID3
* xyz 0 1
C -1.32 0.58 -1.86
C -0.27 0.15 -0.81
C -0.02 -1.34 -0.98
C -0.97 0.31 0.53
C -0.28 0.49 1.79
C 0.99 0.31 2.09
S 2.30 0.07 0.76
O 2.63 -1.30 0.56
O 3.30 0.98 1.17
S 1.26 1.14 -1.02
H -1.13 0.59 -2.87
H -1.60 1.52 -1.61
H -2.10 -0.03 -1.68
H -0.87 -1.86 -1.21
H 0.21 -1.74 0.01
H 0.76 -1.62 -1.65
H -1.61 -0.59 0.56
H -1.72 1.14 0.63
H -0.97 0.68 2.55
H 1.41 0.52 3.05
*
```

frontier orbital gap: 9.2 eV
SMILES string: CC1(C)CC=CS(=O)(=O)S1
highest occupied orbital energy: -9.56 eV

It comes down to <x>, which is 102.6 kJ/mol more stable than the next structure.

<w>
This record from OMol25 describes a single C3H7N3O molecule. The level of theory is ωB97M-V with the def2-TZVPD basis set.

The geometry in ORCA input format:
```
! wB97M-V def2-TZVPD RIJCOSX def2/J DEFGRID3
* xyz 0 1
C -2.27 0.21 -1.33
C -1.01 -0.69 -1.64
C 2.03 0.69 1.81
N -2.28 1.42 -1.27
N 0.61 -0.04 -0.21
N 0.90 0.01 1.07
O -0.41 -0.91 -0.39
H -3.05 -0.46 -1.16
H -1.49 -1.60 -1.93
H -0.37 -0.18 -2.44
H 2.98 0.41 1.30
H 1.84 1.76 1.93
H 1.99 0.25 2.75
H 0.53 -0.87 1.52
*
```

frontier orbital gap (spin up / spin down): 9.9 / 6.7 eV
highest occupied orbital energy (spin up / spin down): -8.87 / -6.88 eV

<x>
This record from OMol25 describes a molecular structure, C3H7N3O. The level of theory is ωB97M-V with the def2-TZVPD basis set.

The geometry in ORCA input format:
```
! wB97M-V def2-TZVPD RIJCOSX def2/J DEFGRID3
* xyz 0 1
C -1.44 0.22 -0.12
C -1.99 -0.65 0.87
C 2.23 0.60 -1.06
N 0.38 -0.04 0.17
O 1.34 0.95 0.00
N 0.46 -0.78 1.24
N -0.46 -1.32 1.75
H -1.49 -0.10 -1.16
H -1.51 1.29 0.02
H -2.43 -1.59 0.55
H -2.48 -0.20 1.72
H 2.90 1.46 -1.17
H 1.69 0.45 -2.00
H 2.80 -0.30 -0.81
*
```

frontier orbital gap: 10.1 eV
highest occupied orbital energy: -9.20 eV

It comes down to <x>, which is 101.2 kJ/mol more stable than the next structure.

<w>
This record from OMol25 describes a single C3H7N3O molecule. The level of theory is ωB97M-V with the def2-TZVPD basis set.

The geometry in ORCA input format:
```
! wB97M-V def2-TZVPD RIJCOSX def2/J DEFGRID3
* xyz 0 1
H 3.04 2.78 0.52
N 2.10 2.51 0.81
C 1.79 1.40 0.28
N 0.55 0.83 0.53
C 0.11 -0.31 -0.13
O 0.82 -0.92 -0.91
N -1.17 -0.67 0.18
C -1.85 -1.72 -0.55
H 2.40 0.78 -0.39
H -0.06 1.37 1.13
H -1.72 -0.07 0.78
H -1.10 -2.22 -1.17
H -2.63 -1.32 -1.20
H -2.29 -2.45 0.14
*
```

frontier orbital gap: 10.4 eV
SMILES string: [H]/N=C/NC(=O)NC
highest occupied orbital energy: -9.61 eV

<x>
This record from OMol25 describes a single C3H7N3O molecule. The level of theory is ωB97M-V with the def2-TZVPD basis set.

The geometry in ORCA input format:
```
! wB97M-V def2-TZVPD RIJCOSX def2/J DEFGRID3
* xyz 0 1
C 1.89 0.71 -0.52
N 0.45 0.75 -0.39
C -0.10 -0.28 0.13
N 0.47 -1.43 0.57
C -1.62 -0.29 0.28
N -2.22 0.78 -0.25
O -2.18 -1.22 0.85
H 2.22 -0.13 -1.16
H 2.40 0.61 0.45
H 2.24 1.64 -0.98
H -0.16 -2.05 1.08
H 1.45 -1.46 0.78
H -1.64 1.50 -0.66
H -3.22 0.88 -0.17
*
```

frontier orbital gap: 10.3 eV
SMILES string: C/N=C(\N)C(N)=O
highest occupied orbital energy: -9.36 eV

It comes down to <x>, which is 9.8 kJ/mol more stable than the next structure.

<w>
This record from OMol25 describes a single C3H7N3O molecule. The level of theory is ωB97M-V with the def2-TZVPD basis set.

The geometry in ORCA input format:
```
! wB97M-V def2-TZVPD RIJCOSX def2/J DEFGRID3
* xyz 0 1
C 1.38 1.04 -0.52
N 0.85 -0.22 -1.02
C 0.14 -0.72 -0.07
N 0.30 -1.98 0.35
C -1.10 -0.07 0.60
N -1.63 0.95 -0.12
O -1.61 -0.56 1.59
H 2.42 0.84 -0.24
H 0.91 1.19 0.48
H 1.35 1.88 -1.22
H -0.28 -2.32 1.10
H 1.11 -2.46 0.00
H -1.28 1.15 -1.05
H -2.55 1.28 0.14
*
```

frontier orbital gap: 9.0 eV
SMILES string: C/N=C(/N)C(N)=O
highest occupied orbital energy: -8.33 eV

<x>
This record from OMol25 describes a single C3H7N3O molecule. The level of theory is ωB97M-V with the def2-TZVPD basis set.

The geometry in ORCA input format:
```
! wB97M-V def2-TZVPD RIJCOSX def2/J DEFGRID3
* xyz 0 1
C 1.32 1.17 -0.39
N 1.36 -0.20 0.04
C 0.28 -0.88 0.06
N 0.34 -2.24 0.34
C -1.12 -0.32 -0.02
N -1.23 1.11 0.01
O -2.10 -1.00 0.16
H 2.32 1.61 -0.27
H 0.37 1.61 0.11
H 1.01 1.25 -1.44
H -0.44 -2.59 0.87
H 1.24 -2.44 0.77
H -1.38 1.55 -0.89
H -1.96 1.37 0.66
*
```

frontier orbital gap: 9.1 eV
SMILES string: C/N=C(/N)C(N)=O
highest occupied orbital energy: -8.89 eV

<y>
This record from OMol25 describes a single C3H7N3O molecule. The level of theory is ωB97M-V with the def2-TZVPD basis set.

The geometry in ORCA input format:
```
! wB97M-V def2-TZVPD RIJCOSX def2/J DEFGRID3
* xyz 0 1
C 2.84 -0.21 0.07
N 1.43 0.39 0.42
C 0.25 0.18 -0.48
O 0.40 0.16 -1.67
N -0.95 0.05 0.16
C -2.13 -0.18 -0.56
N -3.23 -0.29 0.06
H 2.89 -0.02 -1.02
H 2.67 -1.29 0.16
H 1.60 1.39 0.47
H 1.22 0.08 1.37
H -1.06 0.14 1.16
H -1.95 -0.25 -1.64
H -3.99 -0.46 -0.60
*
```

frontier orbital gap: 7.3 eV
highest occupied orbital energy: -7.02 eV

<z>
This record from OMol25 describes 2 unconnected molecules or ions with the total composition C3H7N3O. The level of theory is ωB97M-V with the def2-TZVPD basis set.

The geometry in ORCA input format:
```
! wB97M-V def2-TZVPD RIJCOSX def2/J DEFGRID3
* xyz 0 1
C 1.55 -0.12 0.17
C -0.06 1.05 -1.56
C -1.49 -0.21 1.29
N 0.95 -1.19 0.82
N 0.35 0.12 -0.46
N -0.22 -1.12 0.02
O 2.65 0.40 0.21
H 0.70 1.25 -2.25
H -0.85 0.62 -2.09
H -0.42 1.98 -1.16
H -2.29 0.06 0.58
H -1.68 -1.11 1.93
H -0.65 0.38 1.53
H 1.47 -2.10 0.98
*
```

frontier orbital gap: 9.2 eV
highest occupied orbital energy: -8.35 eV

It comes down to <w>, which is 49.0 kJ/mol more stable than the next structure.

<w>
This record from OMol25 describes a molecular structure, C3H7N3O. The level of theory is ωB97M-V with the def2-TZVPD basis set.

The geometry in ORCA input format:
```
! wB97M-V def2-TZVPD RIJCOSX def2/J DEFGRID3
* xyz 0 1
C 0.26 -0.25 -0.51
C -2.36 -0.26 0.01
C 0.69 0.31 0.68
O -1.18 -0.95 0.33
N 2.18 0.92 -0.63
N 2.98 0.04 -0.85
N 0.89 0.54 1.85
H 3.90 0.42 -1.18
H 0.22 0.24 2.56
H -0.18 0.40 -1.25
H 0.71 -1.19 -0.80
H -2.67 -0.43 -1.03
H -2.27 0.83 0.16
H -3.18 -0.60 0.66
*
```

frontier orbital gap: 7.9 eV
highest occupied orbital energy: -7.33 eV

<x>
This record from OMol25 describes 2 unconnected molecules or ions with the total composition C3H7N3O. The level of theory is ωB97M-V with the def2-TZVPD basis set.

The geometry in ORCA input format:
```
! wB97M-V def2-TZVPD RIJCOSX def2/J DEFGRID3
* xyz 0 1
C -0.36 1.45 0.23
C 2.00 0.22 -0.48
C 0.22 0.58 1.08
N -1.19 2.06 -0.30
N -2.51 -0.55 0.16
N -1.29 -1.03 0.64
O 1.42 0.04 0.85
H 1.30 0.03 -1.27
H 2.92 -0.53 -0.45
H 2.51 1.30 -0.60
H -0.01 0.39 2.15
H -3.08 -0.16 0.92
H -2.31 0.20 -0.59
H -0.80 -1.49 -0.12
*
```

frontier orbital gap (spin up / spin down): 8.3 / 8.2 eV
highest occupied orbital energy (spin up / spin down): -7.96 / -8.26 eV

It comes down to <x>, which is 140.5 kJ/mol more stable than the next structure.